(1)
122
Properties=species:S:1:pos:R:3:lowdin_charge:R:1 method="wB97M-V/def2-TZVPD" total_charge=-2 homo_energy_ev=-5.32 lumo_ev=1.538 orbital_gap_ev=6.861
Li 0.389 -0.522 3.445 0.584
Li 0.712 1.941 3.814 0.623
Li 2.721 3.498 -0.731 0.623
Li 4.862 1.692 0.522 0.609
N 2.213 3.218 4.010 -0.290
S 1.916 4.352 2.756 0.591
O 2.197 3.904 1.385 -0.325
O 2.022 5.759 3.000 -0.225
F 0.312 4.130 2.964 -0.222
S 3.753 3.399 3.675 0.477
O 4.392 4.602 4.111 -0.221
O 4.260 2.711 2.470 -0.337
F 4.360 2.425 4.797 -0.184
N -4.444 -3.089 -1.472 -0.191
S -3.605 -3.645 -0.012 0.634
O -2.404 -4.529 -0.341 -0.333
O -4.343 -3.973 1.179 -0.295
F -2.932 -2.177 0.235 -0.227
S -5.468 -4.206 -1.214 0.448
O -6.651 -3.980 -0.351 -0.334
O -4.968 -5.610 -1.230 -0.332
F -6.150 -4.059 -2.704 -0.244
N 0.553 0.850 2.134 -0.382
S -0.540 1.250 1.168 0.442
O -1.421 0.283 0.617 -0.203
O -0.229 2.510 0.436 -0.257
F -1.377 1.841 2.431 -0.210
S 1.592 0.381 0.824 0.654
O 2.538 1.388 0.241 -0.334
O 1.336 -0.794 0.073 -0.174
F 2.636 -0.187 1.906 -0.193
N 6.372 0.479 0.300 -0.304
S 6.339 -0.882 -0.492 0.486
O 5.047 -1.081 -1.093 -0.279
O 7.171 -2.094 -0.241 -0.285
F 7.226 -0.135 -1.647 -0.230
S 6.462 -0.473 1.805 0.605
O 7.768 -0.829 2.318 -0.262
O 5.325 -1.339 2.051 -0.286
F 6.097 0.801 2.773 -0.227
N 4.637 3.042 -0.915 -0.370
S 4.977 2.688 -2.351 0.408
O 6.229 2.086 -2.717 -0.215
O 4.197 3.421 -3.363 -0.266
F 4.140 1.342 -2.294 -0.186
S 5.855 4.226 -0.982 0.587
O 5.824 5.370 -1.875 -0.240
O 7.200 3.746 -0.738 -0.241
F 5.465 4.874 0.473 -0.195
N 0.705 0.368 5.076 -0.397
S -0.101 -0.112 6.343 0.432
O -0.339 0.870 7.404 -0.248
O -0.183 -1.491 6.687 -0.235
F -1.520 -0.020 5.640 -0.191
S 2.108 0.394 6.064 0.622
O 2.472 -0.669 7.032 -0.237
O 2.396 1.759 6.479 -0.266
F 3.118 0.090 4.802 -0.196
C -4.546 0.819 -0.420 -0.116
O -5.041 0.330 -1.638 -0.147
C -6.216 1.013 -2.031 -0.212
C -6.776 0.299 -3.220 -0.237
O -6.959 -1.025 -2.845 -0.160
C -7.984 -1.656 -3.535 -0.136
H -3.708 1.503 -0.556 0.078
H -4.158 -0.014 0.166 0.066
H -5.213 1.358 0.252 0.084
H -5.897 1.997 -2.374 0.122
H -6.980 1.076 -1.256 0.129
H -6.119 0.230 -4.087 0.132
H -7.664 0.816 -3.583 0.117
H -8.926 -1.112 -3.464 0.078
H -8.163 -2.662 -3.155 0.081
H -7.831 -1.800 -4.604 0.084
C -3.014 -0.910 3.285 -0.099
O -1.623 -1.244 3.108 -0.270
C -1.516 -2.699 3.323 -0.120
C -0.282 -3.296 2.562 -0.144
O 0.928 -2.673 3.078 -0.260
C 2.104 -3.239 2.373 -0.034
H -3.379 -1.313 4.229 0.089
H -3.637 -1.396 2.534 0.077
H -3.312 0.139 3.266 0.091
H -2.394 -3.267 3.016 0.117
H -1.380 -2.771 4.402 0.122
H -0.295 -3.145 1.483 0.115
H -0.240 -4.369 2.753 0.131
H 1.905 -3.348 1.307 0.092
H 2.257 -4.187 2.890 0.092
H 2.973 -2.613 2.575 0.073
C -0.141 -2.711 -2.029 -0.105
O -1.043 -3.105 -3.071 -0.170
C -0.656 -4.326 -3.675 -0.218
C -1.700 -4.853 -4.698 -0.182
O -3.021 -4.859 -4.032 -0.189
C -3.868 -5.769 -4.827 -0.083
H -0.493 -1.817 -1.514 0.071
H 0.916 -2.594 -2.271 0.085
H -0.231 -3.509 -1.292 0.065
H -0.601 -5.103 -2.912 0.122
H 0.274 -4.249 -4.238 0.116
H -1.351 -5.811 -5.083 0.108
H -1.709 -4.133 -5.515 0.112
H -4.172 -5.253 -5.738 0.078
H -4.770 -5.820 -4.218 0.068
H -3.373 -6.733 -4.942 0.078
C 0.991 1.668 -2.857 -0.083
O 1.423 2.785 -2.128 -0.271
C 0.655 3.981 -2.381 -0.154
C 1.653 5.126 -2.548 -0.152
O 2.372 5.461 -1.296 -0.248
C 2.941 6.784 -1.238 -0.075
H 0.864 1.897 -3.915 0.098
H 0.061 1.195 -2.542 0.100
H 1.759 0.905 -2.725 0.092
H -0.092 4.197 -1.616 0.126
H 0.153 3.840 -3.338 0.127
H 1.261 6.022 -3.030 0.125
H 2.329 4.791 -3.334 0.107
H 3.767 6.882 -1.943 0.080
H 3.409 6.848 -0.255 0.092
H 2.257 7.629 -1.310 0.089

***

(2)
106
Properties=species:S:1:pos:R:3:lowdin_charge:R:1 method="wB97M-V/def2-TZVPD" total_charge=0 homo_energy_ev=-9.37 lumo_ev=0.376 orbital_gap_ev=9.745
C 4.308 0.060 2.358 -0.031
C 4.097 -0.998 1.307 -0.267
O 4.317 -0.616 -0.020 -0.099
C 3.559 0.491 -0.432 -0.073
B 2.006 0.260 -0.442 -0.495
O 1.152 1.313 -0.136 0.311
B 0.659 1.015 1.102 -0.636
C 0.045 2.084 2.032 0.004
C -1.454 1.861 2.073 -0.417
C -1.963 1.480 0.706 -0.007
O -1.809 0.865 2.998 0.002
O 0.691 -0.316 1.457 0.274
B 0.538 -1.174 0.367 -0.393
B -0.695 -2.363 0.413 -0.481
N -0.927 -3.219 1.508 0.211
O -1.539 -2.472 -0.693 0.080
O 1.411 -0.972 -0.673 0.331
H 3.793 0.976 2.168 0.068
H 3.908 -0.327 3.271 0.084
H 5.355 0.193 2.520 0.069
H 3.133 -1.465 1.438 0.095
H 4.815 -1.762 1.506 0.106
H 3.774 1.396 0.109 0.116
H 3.852 0.688 -1.446 0.132
H 0.431 2.009 3.032 0.123
H 0.287 3.066 1.694 0.106
H -1.920 2.772 2.342 0.112
H -1.773 0.453 0.489 0.065
H -3.020 1.624 0.653 0.088
H -1.539 2.093 -0.064 0.089
H -1.072 0.274 3.108 0.075
H -1.910 -3.364 1.650 0.084
H -0.543 -2.880 2.371 0.077
H -1.584 -3.394 -0.923 0.062
C -1.904 -0.340 -3.161 -0.127
O -2.783 0.678 -3.650 -0.145
H -2.038 -0.421 -2.089 0.055
H -2.134 -1.307 -3.616 0.080
H -0.861 -0.082 -3.369 0.084
H -2.669 0.734 -4.608 0.022
C -4.441 3.452 -3.753 -0.119
O -4.511 4.614 -2.910 -0.134
H -3.851 2.700 -3.242 0.056
H -5.439 3.050 -3.945 0.083
H -3.958 3.699 -4.702 0.077
H -5.032 5.277 -3.367 0.080
C 6.864 -3.097 3.514 -0.148
O 7.082 -1.686 3.510 -0.131
H 5.871 -3.281 3.908 0.061
H 6.921 -3.497 2.496 0.078
H 7.601 -3.603 4.145 0.078
H 7.963 -1.530 3.157 0.040
C 0.266 -6.309 -0.622 -0.134
O -0.617 -5.292 -1.092 -0.131
H 0.094 -6.419 0.444 0.079
H 0.066 -7.261 -1.117 0.077
H 1.309 -6.028 -0.787 0.078
H -0.468 -5.189 -2.034 0.084
C -6.222 5.526 0.303 -0.172
O -4.964 5.014 -0.105 -0.136
H -6.123 5.876 1.327 0.071
H -6.533 6.369 -0.325 0.072
H -6.998 4.754 0.273 0.074
H -5.048 4.701 -1.017 0.029
C 0.643 3.973 -2.359 -0.151
O 0.576 3.352 -3.631 -0.117
H 1.593 4.499 -2.301 0.080
H -0.171 4.695 -2.239 0.079
H 0.596 3.238 -1.554 0.060
H -0.264 2.899 -3.666 0.056
C 3.726 -4.748 2.070 -0.145
O 3.590 -3.746 3.072 -0.131
H 4.294 -5.568 2.502 0.079
H 2.750 -5.124 1.751 0.069
H 4.264 -4.364 1.198 0.078
H 3.089 -3.025 2.688 0.044
C 11.252 -0.291 2.461 -0.146
O 10.193 -0.907 3.194 -0.130
H 11.590 -1.003 1.714 0.077
H 10.907 0.615 1.956 0.078
H 12.089 -0.041 3.117 0.077
H 9.896 -0.280 3.857 0.076
C -2.299 1.735 -7.638 -0.123
O -2.486 0.925 -6.476 -0.137
H -2.013 2.725 -7.300 0.081
H -1.504 1.332 -8.268 0.080
H -3.223 1.805 -8.216 0.080
H -2.736 0.044 -6.761 0.087
C -1.755 5.824 3.376 -0.143
O -1.370 5.087 2.222 -0.126
H -1.792 5.129 4.210 0.079
H -1.031 6.612 3.605 0.075
H -2.744 6.271 3.244 0.076
H -1.339 5.696 1.481 0.079
C -4.975 -1.082 0.773 -0.123
O -3.587 -1.356 0.572 -0.138
H -5.130 -0.910 1.834 0.082
H -5.278 -0.187 0.223 0.080
H -5.590 -1.926 0.457 0.056
H -3.444 -1.500 -0.368 0.053
C -6.220 -5.501 -0.355 -0.153
O -5.954 -4.129 -0.637 -0.131
H -7.236 -5.708 -0.678 0.076
H -5.536 -6.157 -0.899 0.075
H -6.142 -5.707 0.715 0.077
H -5.056 -3.944 -0.353 0.056

***

(3)
8
Properties=species:S:1:pos:R:3:nbo_charge:R:1 method="wB97M-V/def2-TZVPD" total_charge=-1 e_above_lowest_kj_mol=231.48 homo_energy_ev="-3.53 / -3.60" lumo_ev="3.347 / 3.682" orbital_gap_ev="6.879 / 7.280"
C 0.295 0.714 0.798 0.846
N -0.524 -1.612 -1.146 -0.348
N -0.552 -0.377 -1.044 0.244
O -1.021 0.474 -1.821 -0.491
F 0.347 2.069 1.144 -0.392
F 1.612 0.350 0.699 -0.379
F -0.233 0.068 1.802 -0.346
S 0.048 -2.782 -0.288 -0.134

***

(4)
19
Properties=species:S:1:pos:R:3:nbo_charge:R:1 method="wB97M-V/def2-TZVPD" total_charge=0 e_above_lowest_kj_mol=500.22 homo_energy_ev=-8.18 lumo_ev=0.828 orbital_gap_ev=9.011 smiles="CC(O)=C=O.CCOO"
C -2.411 -1.525 1.084 -0.611
C -1.265 -0.558 0.929 0.018
O -0.159 -0.847 1.702 -0.678
C -1.356 0.405 0.060 0.622
O -1.620 1.265 -0.711 -0.539
H -2.125 -2.505 0.725 0.217
H -2.649 -1.612 2.140 0.224
H -3.287 -1.186 0.545 0.224
H 0.454 -0.109 1.649 0.495
C 1.485 -0.312 -1.463 -0.646
C 2.033 0.663 -0.423 -0.082
O 1.007 1.315 0.323 -0.325
O 0.702 2.583 -0.213 -0.438
H 0.964 -1.114 -0.977 0.218
H 0.810 0.210 -2.152 0.217
H 2.314 -0.719 -2.040 0.218
H 2.654 1.432 -0.887 0.200
H 2.628 0.137 0.330 0.188
H -0.179 2.477 -0.621 0.478

***

(5)
14
Properties=species:S:1:pos:R:3:nbo_charge:R:1 method="wB97M-V/def2-TZVPD" total_charge=-1 e_above_lowest_kj_mol=158.92 homo_energy_ev=-2.66 lumo_ev=4.229 orbital_gap_ev=6.894
C -1.893 -0.058 -1.954 -0.147
O -1.299 0.670 -1.031 -0.985
H -1.918 0.370 -3.029 0.069
H -1.365 -1.145 -2.070 0.037
H -2.959 -0.339 -1.712 0.076
N 0.523 1.305 0.832 -0.896
C 0.975 -0.066 0.857 -0.043
N 2.134 -0.476 1.709 -0.907
H -0.211 1.346 0.053 0.453
H -0.280 1.209 1.467 0.326
H 0.136 -0.786 1.045 0.141
H 1.408 -0.466 -0.086 0.157
H 1.801 -0.701 2.627 0.352
H 2.949 -0.864 1.290 0.368

***

(6)
44
Properties=species:S:1:pos:R:3:nbo_charge:R:1 method="wB97M-V/def2-TZVPD" total_charge=0 homo_energy_ev=-7.84 lumo_ev=0.385 orbital_gap_ev=8.223
C 0.419 3.218 -3.378 -0.226
C -0.859 2.773 -3.045 -0.231
C -1.034 1.726 -2.109 -0.070
C 0.076 1.156 -1.524 -0.623
C 1.346 1.580 -1.858 0.039
C 1.531 2.629 -2.779 -0.247
C -2.418 1.269 -1.769 -0.449
C -2.638 -0.215 -1.406 -0.168
N -2.101 -1.206 -2.313 -0.498
Mg -0.310 -0.246 0.133 1.681
C 2.522 0.913 -1.200 -0.740
P 2.007 -0.811 -0.753 0.731
H -1.742 3.232 -3.500 0.198
H 2.541 2.968 -3.001 0.201
H 0.540 4.036 -4.091 0.210
H 2.773 1.416 -0.253 0.248
H 3.398 0.865 -1.859 0.220
H -2.757 1.839 -0.889 0.229
H -3.087 1.502 -2.606 0.215
H -2.323 -0.460 -0.358 0.093
C 3.450 -1.366 0.172 -0.959
C 2.215 -1.590 -2.380 -0.948
H -3.732 -0.343 -1.337 0.202
C -1.475 -0.860 -3.581 -0.400
C -2.962 -2.375 -2.436 -0.400
H -0.678 -2.159 0.258 -0.031
H -1.824 -1.545 -4.378 0.190
H -1.659 0.181 -3.899 0.212
H -0.385 -1.022 -3.508 0.190
H -3.144 -2.636 -3.492 0.195
H -2.483 -3.240 -1.963 0.185
H -3.928 -2.191 -1.936 0.188
H 3.280 -1.567 -2.645 0.231
H 1.864 -2.626 -2.272 0.228
H 1.623 -1.075 -3.149 0.253
H 4.367 -1.094 -0.367 0.224
H 3.437 -0.910 1.169 0.258
H 3.379 -2.455 0.269 0.234
H -0.334 -2.157 -0.463 0.040
O -0.335 1.533 3.485 -0.758
Cl 0.242 0.596 2.583 2.492
O 1.369 -0.081 3.153 -0.782
O -0.785 -0.404 2.125 -0.960
O 0.629 1.255 1.297 -0.901

***

(7)
18
Properties=species:S:1:pos:R:3:nbo_charge:R:1 method="wB97M-V/def2-TZVPD" total_charge=0 e_above_lowest_kj_mol=633.44 homo_energy_ev=-10.05 lumo_ev=0.541 orbital_gap_ev=10.594
C -2.420 1.719 -0.168 -0.676
C -1.499 0.351 -0.411 -0.155
C -0.285 0.265 0.429 -0.327
C 0.685 -0.997 0.349 -0.372
C 1.789 0.090 0.659 -0.179
C 0.801 1.128 0.358 -0.442
H -1.351 2.486 0.486 0.218
H -2.692 2.168 -1.472 0.259
H -3.379 1.136 0.646 0.277
H -1.176 0.492 -1.541 0.215
H -0.609 0.175 1.443 0.218
H 0.810 -1.823 1.206 0.218
H 0.551 -1.389 -0.571 0.215
H 2.298 0.032 1.766 0.244
H 0.817 1.916 -0.645 0.239
H 0.738 1.900 1.212 0.227
Cl -2.605 -1.124 -0.085 -0.093
Cl 3.168 -0.196 -0.493 -0.088

***

(8)
18
Properties=species:S:1:pos:R:3:nbo_charge:R:1 method="wB97M-V/def2-TZVPD" total_charge=0 e_above_lowest_kj_mol=187.12 homo_energy_ev=-9.80 lumo_ev=0.459 orbital_gap_ev=10.256 smiles="CCC(=O)NC.O"
C -1.990 1.553 -2.406 -0.614
C -1.172 0.338 -1.983 -0.511
C -1.290 0.146 -0.449 0.681
O -2.281 0.699 0.150 -0.611
N -0.139 -0.587 -0.113 -0.639
C 0.155 -0.923 1.407 -0.428
H -1.741 1.732 -3.452 0.200
H -1.971 2.513 -1.966 0.229
H -3.066 1.332 -2.609 0.214
H -1.433 -0.625 -2.517 0.223
H -0.112 0.529 -2.304 0.215
H 0.081 -1.216 -0.890 0.402
H 1.207 -0.770 1.739 0.203
H -0.594 -0.391 2.024 0.237
H 0.034 -2.004 1.604 0.199
O 5.056 -1.011 4.016 -0.937
H 4.775 -0.841 3.140 0.466
H 4.478 -0.476 4.608 0.472

***

(9)
10
Properties=species:S:1:pos:R:3:nbo_charge:R:1 method="wB97M-V/def2-TZVPD" total_charge=0 e_above_lowest_kj_mol=206.13 homo_energy_ev=-9.63 lumo_ev=1.158 orbital_gap_ev=10.790
C 0.161 -0.733 -0.320 -0.462
C 0.729 0.214 0.853 -0.068
C -0.753 0.449 -0.536 -0.067
H 0.865 -0.691 -1.219 0.204
H -0.313 -1.732 -0.185 0.219
H 0.426 -0.133 1.907 0.182
H 1.824 0.321 0.844 0.189
H -1.214 0.714 -1.567 0.187
H -1.751 0.194 -0.001 0.144
O 0.025 1.397 0.224 -0.527

***

(10)
21
Properties=species:S:1:pos:R:3:nbo_charge:R:1 method="wB97M-V/def2-TZVPD" total_charge=-1 homo_energy_ev=-3.71 lumo_ev=3.221 orbital_gap_ev=6.936 smiles="CS[C@@H](C([O-])=S)c1ccccc1"
C -3.295 1.379 0.286 -0.742
S -1.556 1.724 0.444 0.163
C -0.929 -0.008 0.461 -0.461
C -1.771 -1.073 -0.471 0.319
O -1.888 -0.793 -1.693 -0.680
S -2.392 -2.294 0.500 -0.433
C 0.549 -0.121 0.094 0.006
C 1.294 -1.170 0.641 -0.214
C 2.631 -1.240 0.449 -0.215
C 3.322 -0.311 -0.298 -0.232
C 2.579 0.711 -0.891 -0.218
C 1.234 0.824 -0.682 -0.222
H -3.868 2.386 0.288 0.207
H -3.614 0.682 1.108 0.224
H -3.526 0.960 -0.603 0.219
H -1.053 -0.273 1.626 0.240
H 0.830 -1.976 1.231 0.231
H 3.200 -2.059 0.762 0.194
H 4.452 -0.298 -0.425 0.197
H 3.027 1.292 -1.633 0.193
H 0.772 1.657 -1.194 0.225

***

(11)
76
Properties=species:S:1:pos:R:3:lowdin_charge:R:1 method="wB97M-V/def2-TZVPD" total_charge=-1 e_above_lowest_kj_mol=0.00 homo_energy_ev=-4.87 lumo_ev=2.390 orbital_gap_ev=7.264
Sn 1.498 -1.371 -1.302 1.196
Cl 6.529 2.438 2.989 0.615
C 5.676 1.531 1.763 -0.676
C 6.255 0.384 1.233 -0.141
C 5.572 -0.347 0.292 -0.565
Cl 6.322 -1.786 -0.335 0.698
C 4.268 -0.006 -0.182 -0.394
O 3.646 -0.794 -0.981 -0.259
C 3.763 1.226 0.331 -0.123
C 2.545 1.868 -0.166 -0.251
O 1.983 1.660 -1.218 -0.074
C 4.447 1.942 1.315 -0.071
H 7.230 0.055 1.566 0.100
H 2.170 2.669 0.508 0.123
H 3.997 2.843 1.715 0.112
C -2.686 -3.243 0.190 -0.055
C -2.455 -4.605 0.055 -0.068
C -1.178 -5.055 -0.223 -0.015
C -0.137 -4.132 -0.368 -0.226
N -0.384 -2.822 -0.268 0.026
C -1.611 -2.394 0.012 -0.120
C 1.274 -4.502 -0.641 -0.214
C 1.682 -5.837 -0.565 -0.056
C 2.998 -6.183 -0.815 -0.103
C 3.912 -5.192 -1.153 -0.092
C 3.503 -3.868 -1.223 -0.137
C 2.189 -3.483 -0.950 -0.256
H -3.666 -2.843 0.414 0.099
H -3.266 -5.314 0.167 0.103
H -0.992 -6.112 -0.337 0.097
H -1.727 -1.321 0.099 0.068
H 0.982 -6.617 -0.293 0.091
H 3.309 -7.218 -0.744 0.092
H 4.945 -5.453 -1.353 0.096
H 4.227 -3.103 -1.474 0.042
C 2.553 -2.091 2.047 0.012
C 1.700 -0.851 1.877 -0.660
O 1.416 -0.157 2.848 0.011
O 1.249 -0.595 0.685 -0.292
H 2.943 -2.133 3.061 0.079
H 3.368 -2.103 1.322 0.064
H 1.942 -2.975 1.848 0.078
F -2.274 6.309 -4.621 0.040
C -2.077 5.297 -3.744 -0.292
C -2.433 4.017 -4.117 -0.019
C -2.225 2.987 -3.210 -0.124
C -1.688 3.225 -1.946 -0.372
C -1.331 4.530 -1.620 -0.121
C -1.523 5.577 -2.514 -0.016
Sb -1.285 1.546 -0.653 1.559
C -1.460 2.622 1.185 -0.392
C -0.582 2.274 2.211 -0.106
C -0.646 2.909 3.448 0.003
C -1.596 3.889 3.632 -0.285
F -1.671 4.517 4.829 0.042
C -2.487 4.261 2.641 -0.019
C -2.411 3.617 1.416 -0.150
C -3.314 0.777 -0.644 -0.384
C -4.182 0.907 0.439 -0.106
C -5.424 0.281 0.453 -0.015
C -5.787 -0.483 -0.635 -0.297
F -6.994 -1.097 -0.631 0.040
C -4.956 -0.657 -1.723 -0.023
C -3.717 -0.030 -1.709 -0.148
H -2.852 3.839 -5.098 0.114
H -2.489 1.980 -3.511 0.086
H -0.891 4.748 -0.654 0.096
H -1.247 6.594 -2.268 0.115
H 0.161 1.490 2.084 0.065
H 0.028 2.638 4.249 0.123
H -3.217 5.035 2.838 0.113
H -3.107 3.896 0.632 0.105
H -3.892 1.503 1.296 0.086
H -6.101 0.379 1.292 0.115
H -5.271 -1.284 -2.547 0.116
H -3.048 -0.204 -2.545 0.095